A structure of composition C19H12N3O7Ti. Source: the OMol25 dataset; level of theory: ωB97M-V with the def2-TZVPD basis set.

Geometry as XYZ:
```
42
Properties=species:S:1:pos:R:3:forces:R:3
H 0.186 -1.955 -5.075 0.009 0.002 -0.004
N -0.252 2.827 -1.241 0.076 -0.201 0.081
C 2.114 0.404 -3.581 0.060 0.096 -0.026
C -1.462 -2.133 3.642 0.069 -0.006 0.105
H 4.679 1.951 0.491 -0.005 -0.004 -0.005
C -3.202 -2.067 1.978 -0.104 -0.095 0.082
H -1.080 -2.486 4.589 -0.021 -0.016 0.006
N -3.538 -3.391 4.029 -0.050 -0.023 0.037
O 1.224 -1.661 4.031 -0.018 -0.015 0.007
C 3.158 1.357 -0.885 0.046 0.026 0.092
C 1.646 3.410 0.209 0.027 0.008 0.019
C 1.690 -0.523 -4.518 -0.029 -0.025 -0.001
H -1.191 -1.552 -3.062 0.000 -0.017 -0.014
N 0.603 -0.856 3.378 -0.010 -0.009 -0.072
C -2.710 -2.505 3.189 0.041 0.085 -0.123
C -2.427 -1.234 1.185 0.060 0.184 -0.229
H 3.743 0.545 -1.296 -0.010 0.000 -0.007
H 3.325 3.779 1.475 -0.004 -0.001 -0.005
C 2.922 3.170 0.678 0.018 -0.053 -0.033
O -4.030 -1.248 -0.568 0.031 0.084 -0.064
C 0.156 -0.078 -2.262 0.081 0.183 0.101
C -0.265 -1.011 -3.209 -0.056 0.020 0.020
H -4.184 -2.369 1.641 0.001 -0.006 0.007
O 0.950 0.280 3.128 0.004 0.025 0.019
O -2.355 0.216 -0.760 0.021 0.087 0.063
C -3.032 -0.791 -0.114 -0.196 -0.268 0.214
C 1.865 1.564 -1.377 -0.028 0.096 0.088
H 2.288 -0.698 -5.403 0.004 0.004 0.005
C 1.132 2.625 -0.817 -0.081 -0.093 -0.062
H -0.333 2.963 -2.248 0.005 0.009 0.002
H 3.039 0.949 -3.730 -0.007 -0.011 -0.015
C 1.349 0.645 -2.442 -0.029 -0.165 -0.032
O -3.063 -3.746 5.084 0.010 -0.006 0.001
O -0.338 -0.093 0.840 -0.195 -0.037 0.032
C 3.681 2.143 0.123 -0.044 0.035 0.009
C 0.505 -1.233 -4.336 0.004 0.005 0.003
O -4.629 -3.690 3.599 -0.011 -0.013 -0.010
Ti -0.681 0.783 -0.689 0.050 0.027 -0.325
C -1.154 -0.844 1.616 0.179 0.088 -0.057
C -0.708 -1.288 2.857 0.109 0.010 0.099
H 1.051 4.215 0.625 -0.003 -0.005 0.001
H -0.670 3.626 -0.773 -0.005 -0.005 -0.009
```
Positions in Å, forces in eV/Å.

**Total charge**: +1
**LUMO energy**: -4.72 eV
**Kohn-Sham gap**: 8.2 eV
**HOMO energy**: -12.87 eV
**Relative energy (zero: lowest compared OMol25 entry of this formula, charge and spin)**: 0.00 kcal/mol

Results of the Löwdin charge analysis, in e, for atoms 1 through 5: H 0.120; N 0.057; C -0.013; C 0.113; H 0.123

A structure of composition C19H13BaF5NOSTe. Source: the OMol25 dataset; level of theory: ωB97M-V with the def2-TZVPD basis set.

Geometry as XYZ:
```
42
Properties=species:S:1:pos:R:3:forces:R:3
C -1.683 4.298 -1.073 0.149 -0.025 -0.533
H 6.187 4.936 0.244 0.088 0.041 0.049
C 0.202 -1.183 5.799 0.031 -0.033 0.044
C 3.037 2.755 0.062 0.831 0.881 -0.508
H -1.888 -1.594 5.663 -0.158 -0.017 0.112
N 1.856 2.087 -0.085 1.784 0.542 -1.690
H 4.215 5.779 -0.976 0.071 0.032 0.001
F -0.592 5.875 0.938 0.253 -1.287 0.126
C -1.037 -1.202 3.734 0.413 0.001 0.000
S 1.541 4.370 -1.316 0.167 -0.635 -0.090
C -0.987 -1.354 5.114 -0.383 -0.037 -0.052
F 1.922 3.345 2.523 -1.095 0.037 -1.076
Te 0.345 4.166 1.506 1.934 5.468 5.457
C 1.280 -0.759 3.692 -0.435 -0.077 0.039
C 4.205 4.805 -0.509 0.092 0.173 0.063
H -3.666 2.796 1.874 -0.180 0.074 0.022
F 1.807 5.483 1.406 -0.791 -0.619 -0.253
C 3.074 4.015 -0.559 -0.073 -0.371 -0.177
Ba -0.014 1.281 1.032 -0.479 -11.337 5.838
O -0.218 2.330 -0.928 -0.793 1.422 -4.416
C 0.089 -0.878 2.958 -0.012 -0.155 -0.534
C -1.346 3.093 -0.479 -2.811 0.745 0.000
C 5.256 3.103 0.853 -0.075 -0.218 0.051
C 0.963 2.804 -0.671 3.340 1.895 -3.153
H -1.990 -1.338 3.236 -0.249 -0.009 0.019
H 2.287 -0.773 5.586 0.152 0.029 0.097
F -0.399 2.464 2.741 -0.876 2.603 2.519
H 0.236 -1.256 6.876 0.016 -0.063 0.129
F -0.064 4.925 3.178 -0.075 -0.287 -0.581
C -3.127 3.201 1.026 -0.099 0.090 -0.097
H -4.365 4.950 0.865 -0.050 0.046 0.061
C -3.512 4.412 0.473 -0.199 0.061 0.086
C 4.128 2.309 0.796 -0.051 -0.053 -0.055
H 6.110 2.771 1.428 0.001 0.025 -0.002
C 5.295 4.329 0.195 0.016 0.198 -0.133
C 1.343 -0.900 5.072 0.334 0.073 0.032
H -1.088 4.734 -1.866 -0.072 0.032 -0.095
H -3.095 5.899 -1.023 0.019 0.011 0.017
C -2.807 4.950 -0.591 0.198 0.000 -0.222
H 2.200 -0.531 3.168 0.315 0.106 -0.075
C -2.057 2.465 0.523 -1.371 0.735 -1.069
H 4.038 1.376 1.331 0.121 -0.097 0.049
```
Positions in Å, forces in eV/Å.

**Total charge**: -1
**LUMO energy**: 1.83 eV
**Kohn-Sham gap**: 5.4 eV
**HOMO energy**: -3.52 eV
**Relative energy (zero: lowest compared OMol25 entry of this formula, charge and spin)**: 154.04 kcal/mol

Results of the Löwdin charge analysis, in e, for atoms 1 through 5: C -0.092; H 0.101; C -0.149; C -0.332; H 0.078

A structure of composition C19H13Cl2O3RuSTe. Source: the OMol25 dataset; level of theory: ωB97M-V with the def2-TZVPD basis set.

Geometry as XYZ:
```
40
Properties=species:S:1:pos:R:3:forces:R:3
C 1.456 -1.870 0.369 0.079 -0.054 -0.072
C -0.606 4.416 2.741 -0.016 0.000 -0.033
C 1.597 2.395 -3.685 0.003 0.011 -0.009
H -0.003 4.362 3.639 0.002 0.003 0.004
C 3.363 -1.375 2.333 -0.036 0.001 0.014
H 1.611 3.113 -5.690 0.001 0.000 -0.001
Te 0.813 1.876 2.101 0.002 0.001 0.001
H -1.200 2.744 -0.173 -0.003 0.010 0.001
H -0.534 2.025 -6.283 -0.001 -0.002 -0.003
O -0.833 -1.848 3.147 0.008 0.002 -0.025
C 2.015 -1.469 2.702 0.070 0.009 0.002
Ru 0.200 0.241 0.105 -0.062 -0.091 0.031
O 1.685 -1.326 3.987 -0.047 -0.015 -0.001
C -2.164 4.555 0.433 -0.007 0.001 -0.005
H -1.573 6.232 3.323 0.000 0.001 0.001
C 1.071 2.529 -4.959 -0.001 -0.003 -0.008
C -2.266 5.535 1.415 -0.020 0.012 -0.013
C 1.050 -1.667 1.707 -0.069 0.036 -0.028
C -0.816 1.172 -4.342 -0.012 -0.018 0.016
C -0.129 1.918 -5.287 0.005 0.004 0.018
C -1.286 3.502 0.598 0.018 0.007 0.034
H -1.755 0.691 -4.577 -0.002 -0.002 -0.001
C 3.742 -1.533 1.014 -0.018 -0.013 -0.033
C -0.267 1.062 -3.081 0.022 0.037 -0.055
H -2.956 6.358 1.282 0.001 0.001 0.000
Cl 3.093 3.167 -3.317 -0.005 -0.004 0.001
C -1.490 5.467 2.564 0.023 -0.011 0.021
C 0.935 1.646 -2.702 0.008 -0.015 0.054
C -0.406 -1.545 2.054 0.009 0.049 0.038
H 4.790 -1.470 0.755 -0.001 0.002 -0.004
H 0.725 -2.221 -0.357 -0.011 -0.003 0.005
H -2.772 4.616 -0.459 -0.001 0.002 0.000
C -0.507 3.431 1.755 -0.007 -0.025 -0.027
S 1.653 1.457 -1.106 0.024 0.028 -0.018
H 3.108 -1.986 -0.997 0.006 0.003 0.002
O -1.091 -0.964 1.092 0.010 -0.021 0.044
H 4.095 -1.193 3.109 -0.001 0.001 0.004
H 0.741 -1.578 4.090 0.018 0.019 0.008
C 2.799 -1.806 0.023 0.008 0.012 0.031
Cl -1.166 0.132 -1.888 0.002 0.025 0.007
```
Positions in Å, forces in eV/Å.

**Total charge**: +1
**LUMO energy (spin up / spin down)**: -4.18 / -6.01 eV
**Kohn-Sham gap (spin up / spin down)**: 7.6 / 5.9 eV
**2S+1**: 5
**HOMO energy (spin up / spin down)**: -11.77 / -11.96 eV
**Relative energy (zero: lowest compared OMol25 entry of this formula, charge and spin)**: 0.00 kcal/mol

Results of the Löwdin charge analysis, in e, for atoms 1 through 5: C -0.141; C -0.145; C -0.678; H 0.097; C 0.032

A structure of composition C19H13Cl53FO5PSi2. Source: the OMol25 dataset; level of theory: ωB97M-V with the def2-TZVPD basis set.

Geometry as XYZ:
```
94
Properties=species:S:1:pos:R:3:forces:R:3
Cl 4.078 2.953 -0.951 0.071 -0.064 -0.371
Cl 1.897 -3.768 -7.675 -0.141 -0.228 -0.031
Cl 0.226 -5.130 -5.754 0.091 0.013 -0.018
H -0.310 1.546 -0.962 1.385 2.192 6.143
Cl 5.478 5.292 -9.524 -0.010 -0.068 -0.036
C 3.465 -5.275 5.368 0.016 0.048 0.002
Cl 1.988 -6.648 -7.466 0.009 0.064 0.049
Cl 1.875 -5.139 6.135 0.173 -0.022 -0.068
H -2.508 0.720 0.135 -0.059 0.121 -0.310
O 1.364 -1.194 -1.588 0.414 1.596 0.804
H -3.046 0.257 -1.519 0.387 -0.681 1.417
Cl 3.119 0.772 -5.310 0.122 0.303 -0.575
H 0.952 -0.587 2.182 0.288 -0.164 -0.220
C -2.760 1.682 3.475 0.064 -0.022 0.162
Cl -8.198 -1.706 1.128 0.085 0.059 0.012
C 2.480 -1.928 1.466 -3.444 -0.322 -1.777
H 4.215 -0.790 -0.394 -0.354 0.412 0.264
H 0.389 -2.195 1.749 0.060 0.187 -0.339
Cl -3.165 4.648 -5.535 -0.149 0.255 -0.099
Cl 6.242 1.071 5.798 0.033 -0.016 -0.046
Cl -2.665 3.087 2.397 0.587 -0.677 0.282
Cl 3.595 -6.843 4.558 -0.021 0.048 0.039
Cl -1.043 2.201 -4.800 0.097 -0.055 -0.062
Cl 5.801 0.389 -6.318 -0.099 -0.125 0.103
Cl -0.524 1.032 -2.206 -4.417 -1.110 -9.575
H 3.096 -0.788 -3.338 -0.170 -0.234 0.245
O 3.185 -1.586 2.305 3.843 1.455 3.671
Cl -2.550 0.222 2.494 0.157 0.143 0.549
Cl -6.821 3.775 3.618 -0.162 0.116 0.020
Cl -0.088 -4.994 9.526 -0.009 -0.041 -0.015
C 5.449 3.587 -9.998 0.025 0.031 0.068
Cl -4.222 4.648 0.638 -0.391 0.187 -0.407
Cl -2.138 3.419 -2.421 0.307 -0.309 0.172
O 2.907 -2.833 0.566 -0.532 -0.447 -0.593
Cl -1.484 1.782 4.694 -0.046 -0.017 -0.127
Cl -5.137 7.183 -0.412 0.012 -0.032 -0.105
C -0.274 -6.750 9.661 0.031 -0.080 0.000
Cl -0.666 5.975 -4.955 -0.069 -0.001 -0.012
Cl -2.595 7.230 -6.701 0.004 -0.060 0.076
C 4.113 -0.145 -6.446 -0.048 -0.044 -0.014
C -6.785 -0.663 1.325 -0.028 -0.044 0.004
C 3.992 0.114 -0.974 0.236 1.283 -1.045
Cl -0.535 -7.186 11.355 0.009 0.036 -0.077
Si 2.525 -0.141 -2.160 0.717 -0.827 -0.859
H -2.180 -2.118 1.527 0.051 -0.174 0.263
Si 0.469 -0.682 -0.250 -1.139 -0.045 1.705
Cl 3.528 0.124 -8.094 -0.176 -0.328 0.167
Cl 3.660 -3.979 4.182 -0.129 -0.129 0.030
H -3.773 -0.486 -0.104 0.559 -0.060 -0.042
Cl -6.355 6.436 2.630 -0.013 0.339 0.723
Cl -4.315 5.089 4.132 -0.274 0.342 0.341
Cl 3.980 3.259 -10.929 0.045 0.004 0.033
Cl 8.182 -0.143 4.031 -0.056 0.001 0.033
Cl -3.218 -5.435 4.215 0.056 0.083 0.018
Cl -5.510 -1.549 2.176 -0.130 -0.028 -0.040
C 0.244 1.184 -0.080 2.133 0.108 3.360
Cl 3.084 -5.016 -5.350 -0.034 -0.030 -0.029
Cl 4.727 -5.141 6.601 -0.038 -0.009 -0.040
C 1.055 -1.374 1.425 0.203 -0.889 -0.914
Cl -6.728 5.994 5.472 0.073 -0.069 -0.144
C 1.798 -5.140 -6.562 -0.093 0.010 -0.073
Cl -3.133 7.010 -3.870 0.111 0.026 -0.133
Cl -4.331 1.611 4.269 0.185 -0.066 -0.044
Cl 4.010 -1.867 -6.060 0.175 0.276 0.096
C 6.452 0.089 4.339 -0.050 -0.018 -0.073
C -2.823 -0.102 -0.504 0.123 -0.590 0.528
Cl 5.708 0.907 2.963 0.095 -0.072 0.223
P -1.592 -1.531 -0.553 -1.040 -0.601 -1.174
Cl 5.468 2.570 -8.552 0.249 0.450 -0.288
C -5.360 5.426 -0.469 -0.033 -0.001 -0.039
H -0.386 1.375 0.803 0.329 -0.321 0.109
C -1.719 1.886 -3.196 -0.067 -0.454 -1.247
O 3.720 1.332 0.994 -0.954 0.465 4.624
Cl -5.048 4.843 -2.106 -0.321 0.052 0.118
Cl -6.192 -0.162 -0.265 -0.353 0.041 0.074
C -1.957 -4.256 4.600 0.069 -0.113 -0.029
C -2.391 6.217 -5.266 0.015 0.035 0.005
Cl -7.013 5.024 0.018 -0.005 -0.255 -0.622
Cl 6.868 3.227 -10.991 -0.068 0.014 0.037
Cl -1.383 -4.520 6.250 -0.174 0.072 -0.035
Cl 5.671 -1.478 4.569 0.154 0.132 0.044
Cl -1.662 -7.272 8.697 0.060 0.028 0.045
H 2.156 -3.137 0.040 0.101 -0.022 -0.269
O -1.977 -2.584 0.708 0.210 0.883 -0.215
C 3.903 1.382 -0.131 0.702 -1.539 -3.558
Cl -7.232 0.769 2.262 -0.014 -0.107 -0.108
Cl -0.608 -4.446 3.472 -0.075 0.022 0.034
Cl -3.175 0.892 -3.354 -0.274 0.565 -1.612
F 1.923 1.277 -2.711 1.179 -0.869 0.647
Cl 1.189 -7.543 9.064 -0.077 0.049 0.027
H 1.165 1.776 0.005 -0.060 -0.082 0.213
C -6.061 5.331 3.973 0.118 0.105 0.003
Cl -2.619 -2.617 4.457 0.034 -0.040 -0.011
H 4.862 0.251 -1.644 -0.456 -0.049 -0.059
```
Positions in Å, forces in eV/Å.

**Total charge**: 0
**LUMO energy**: -0.33 eV
**Kohn-Sham gap**: 7.8 eV
**HOMO energy**: -8.17 eV

Results of the Löwdin charge analysis, in e, for atoms 1 through 5: Cl 0.674; Cl 0.500; Cl 0.527; H -0.260; Cl 0.522

Please write out number 1 again, unchanged.
A structure of composition C19H12N3O7Ti. Source: the OMol25 dataset; level of theory: ωB97M-V with the def2-TZVPD basis set.

Geometry as XYZ:
```
42
Properties=species:S:1:pos:R:3:forces:R:3
H 0.186 -1.955 -5.075 0.009 0.002 -0.004
N -0.252 2.827 -1.241 0.076 -0.201 0.081
C 2.114 0.404 -3.581 0.060 0.096 -0.026
C -1.462 -2.133 3.642 0.069 -0.006 0.105
H 4.679 1.951 0.491 -0.005 -0.004 -0.005
C -3.202 -2.067 1.978 -0.104 -0.095 0.082
H -1.080 -2.486 4.589 -0.021 -0.016 0.006
N -3.538 -3.391 4.029 -0.050 -0.023 0.037
O 1.224 -1.661 4.031 -0.018 -0.015 0.007
C 3.158 1.357 -0.885 0.046 0.026 0.092
C 1.646 3.410 0.209 0.027 0.008 0.019
C 1.690 -0.523 -4.518 -0.029 -0.025 -0.001
H -1.191 -1.552 -3.062 0.000 -0.017 -0.014
N 0.603 -0.856 3.378 -0.010 -0.009 -0.072
C -2.710 -2.505 3.189 0.041 0.085 -0.123
C -2.427 -1.234 1.185 0.060 0.184 -0.229
H 3.743 0.545 -1.296 -0.010 0.000 -0.007
H 3.325 3.779 1.475 -0.004 -0.001 -0.005
C 2.922 3.170 0.678 0.018 -0.053 -0.033
O -4.030 -1.248 -0.568 0.031 0.084 -0.064
C 0.156 -0.078 -2.262 0.081 0.183 0.101
C -0.265 -1.011 -3.209 -0.056 0.020 0.020
H -4.184 -2.369 1.641 0.001 -0.006 0.007
O 0.950 0.280 3.128 0.004 0.025 0.019
O -2.355 0.216 -0.760 0.021 0.087 0.063
C -3.032 -0.791 -0.114 -0.196 -0.268 0.214
C 1.865 1.564 -1.377 -0.028 0.096 0.088
H 2.288 -0.698 -5.403 0.004 0.004 0.005
C 1.132 2.625 -0.817 -0.081 -0.093 -0.062
H -0.333 2.963 -2.248 0.005 0.009 0.002
H 3.039 0.949 -3.730 -0.007 -0.011 -0.015
C 1.349 0.645 -2.442 -0.029 -0.165 -0.032
O -3.063 -3.746 5.084 0.010 -0.006 0.001
O -0.338 -0.093 0.840 -0.195 -0.037 0.032
C 3.681 2.143 0.123 -0.044 0.035 0.009
C 0.505 -1.233 -4.336 0.004 0.005 0.003
O -4.629 -3.690 3.599 -0.011 -0.013 -0.010
Ti -0.681 0.783 -0.689 0.050 0.027 -0.325
C -1.154 -0.844 1.616 0.179 0.088 -0.057
C -0.708 -1.288 2.857 0.109 0.010 0.099
H 1.051 4.215 0.625 -0.003 -0.005 0.001
H -0.670 3.626 -0.773 -0.005 -0.005 -0.009
```
Positions in Å, forces in eV/Å.

**Total charge**: +1
**LUMO energy**: -4.72 eV
**Kohn-Sham gap**: 8.2 eV
**HOMO energy**: -12.87 eV
**Relative energy (zero: lowest compared OMol25 entry of this formula, charge and spin)**: 0.00 kcal/mol

Results of the Löwdin charge analysis, in e, for atoms 1 through 5: H 0.120; N 0.057; C -0.013; C 0.113; H 0.123